[1]
{
  "formula": "C19H44NO6S5",
  "method": "ωB97M-V with the def2-TZVPD basis set",
  "species": ["C", "C", "C", "C", "C", "N", "C", "C", "O", "C", "C", "H", "H", "H", "H", "H", "H", "H", "H", "H", "H", "H", "H", "H", "H", "C", "S", "O", "C", "H", "H", "H", "H", "H", "H", "C", "S", "O", "C", "H", "H", "H", "H", "H", "H", "C", "S", "O", "C", "H", "H", "H", "H", "H", "H", "C", "S", "O", "C", "H", "H", "H", "H", "H", "H", "C", "S", "O", "C", "H", "H", "H", "H", "H", "H"],
  "positions_angstrom": [[0.77, -4.67, -2.71], [0.25, -4.37, -3.79], [-0.15, -3.79, -5.14], [-1.32, -2.76, -4.80], [-2.55, -3.65, -4.37], [-3.08, -3.62, -3.20], [1.07, -3.06, -5.82], [1.40, -1.61, -5.27], [1.36, -1.48, -3.85], [2.65, -1.63, -3.24], [3.11, -0.18, -2.76], [1.12, -5.35, -1.91], [-1.63, -2.15, -5.69], [-1.09, -2.14, -3.89], [-2.99, -4.40, -5.08], [-2.56, -2.92, -2.64], [1.97, -3.74, -5.84], [0.78, -2.92, -6.91], [2.46, -1.38, -5.61], [0.76, -0.85, -5.80], [3.41, -2.15, -3.87], [2.50, -2.23, -2.29], [3.83, -0.23, -1.88], [2.16, 0.31, -2.39], [3.48, 0.43, -3.63], [-0.97, -0.21, -1.62], [-0.46, 1.47, -1.23], [1.02, 1.46, -1.06], [-1.19, 1.52, 0.42], [-0.59, -0.46, -2.60], [-0.57, -0.90, -0.88], [-2.06, -0.26, -1.63], [-0.78, 0.72, 1.03], [-2.27, 1.41, 0.34], [-0.96, 2.48, 0.87], [-3.90, 2.64, 4.23], [-2.89, 1.16, 4.06], [-2.96, 0.73, 2.63], [-3.99, 0.08, 4.99], [-3.41, 3.45, 3.67], [-4.89, 2.47, 3.81], [-3.97, 2.92, 5.28], [-4.97, 0.07, 4.53], [-4.05, 0.44, 6.02], [-3.57, -0.92, 4.99], [7.32, 1.34, -0.60], [7.38, -0.12, -1.66], [5.98, -0.59, -1.85], [8.16, -1.20, -0.45], [6.83, 2.14, -1.15], [6.76, 1.12, 0.30], [8.34, 1.64, -0.35], [7.54, -1.26, 0.45], [9.15, -0.81, -0.20], [8.26, -2.19, -0.89], [-5.85, 5.22, -0.32], [-5.13, 4.41, 1.13], [-3.87, 5.14, 1.46], [-4.68, 2.89, 0.28], [-6.18, 6.22, -0.02], [-5.11, 5.30, -1.11], [-6.71, 4.65, -0.66], [-4.00, 3.11, -0.55], [-5.58, 2.39, -0.09], [-4.17, 2.24, 1.00], [0.24, 1.19, 7.00], [0.35, -0.28, 5.96], [-1.03, -0.79, 5.76], [1.15, -1.32, 7.19], [-0.27, 1.97, 6.44], [-0.34, 0.96, 7.90], [1.24, 1.53, 7.27], [0.52, -1.40, 8.08], [2.12, -0.90, 7.45], [1.29, -2.31, 6.76]],
  "total_charge": -1,
  "energy_ha": -3247.14505
}


[2]
{
  "formula": "C19H45BBaNO22P4",
  "method": "ωB97M-V with the def2-TZVPD basis set",
  "species": ["Ba", "B", "H", "H", "H", "H", "C", "C", "C", "O", "C", "C", "C", "O", "O", "O", "H", "H", "C", "N", "O", "O", "H", "H", "H", "C", "O", "P", "O", "O", "C", "O", "C", "H", "H", "H", "H", "H", "H", "H", "H", "H", "C", "O", "P", "O", "O", "C", "O", "C", "H", "H", "H", "H", "H", "H", "H", "H", "H", "C", "O", "P", "O", "O", "C", "O", "C", "H", "H", "H", "H", "H", "H", "H", "H", "H", "C", "O", "P", "O", "O", "C", "O", "C", "H", "H", "H", "H", "H", "H", "H", "H", "H"],
  "positions_angstrom": [[-0.49, -0.18, -0.68], [1.10, -0.44, -2.99], [0.47, -1.43, -3.02], [0.40, 0.50, -3.08], [1.70, -0.31, -1.99], [1.92, -0.35, -3.89], [-3.61, 0.58, 3.10], [-2.92, 0.13, 1.98], [-2.72, -1.37, 1.78], [-2.26, -1.82, 0.68], [-3.01, -2.25, 2.82], [-3.53, -1.81, 4.08], [-3.92, -0.30, 4.19], [-4.39, 0.09, 5.26], [-3.64, -2.54, 5.05], [-2.51, 0.99, 1.12], [-3.78, 1.63, 3.29], [-2.79, -3.31, 2.76], [0.03, -3.94, -3.44], [-1.30, -3.60, -2.89], [-1.35, -2.68, -2.10], [-2.26, -4.23, -3.30], [0.33, -3.15, -4.12], [0.03, -4.92, -3.89], [0.75, -3.94, -2.62], [3.75, -0.18, 0.46], [3.58, 0.67, 1.60], [2.23, 0.56, 2.40], [1.00, 0.49, 1.61], [2.40, 1.81, 3.32], [1.44, 2.04, 4.36], [2.37, -0.72, 3.33], [3.62, -0.97, 3.96], [4.50, 0.27, -0.20], [2.82, -0.30, -0.10], [4.13, -1.16, 0.76], [0.97, 3.01, 4.23], [1.97, 2.00, 5.31], [0.66, 1.28, 4.40], [4.29, -0.11, 3.97], [4.12, -1.81, 3.47], [3.44, -1.26, 4.99], [-1.93, -0.80, -5.27], [-1.84, 0.62, -5.08], [-2.46, 1.38, -3.85], [-2.21, 0.76, -2.55], [-1.93, 2.84, -4.08], [-0.53, 3.15, -4.04], [-3.99, 1.52, -4.20], [-4.65, 2.78, -4.19], [-1.04, -1.28, -4.85], [-1.92, -0.96, -6.34], [-2.85, -1.20, -4.86], [-0.23, 3.54, -5.02], [0.09, 2.28, -3.83], [-0.36, 3.91, -3.28], [-4.42, 3.31, -5.12], [-4.35, 3.40, -3.36], [-5.73, 2.61, -4.13], [-0.89, 3.25, 1.84], [0.30, 3.97, 1.40], [0.66, 3.83, -0.12], [0.60, 2.49, -0.69], [-0.33, 4.79, -0.88], [-0.48, 6.16, -0.55], [2.04, 4.58, -0.21], [3.16, 4.09, 0.53], [-1.64, 3.18, 1.07], [-1.31, 3.77, 2.70], [-0.62, 2.24, 2.14], [0.43, 6.58, -0.11], [-1.23, 6.30, 0.24], [-0.79, 6.69, -1.44], [3.47, 4.84, 1.26], [4.00, 3.95, -0.16], [2.96, 3.15, 1.03], [3.80, -4.61, 0.96], [3.00, -3.60, 0.33], [1.47, -3.45, 0.57], [0.92, -2.20, 0.05], [1.34, -3.67, 2.12], [0.28, -3.04, 2.90], [0.86, -4.74, -0.08], [-0.55, -5.00, 0.09], [4.53, -4.10, 1.59], [4.25, -5.20, 0.18], [3.21, -5.21, 1.66], [0.69, -2.84, 3.89], [-0.59, -3.68, 2.98], [-0.03, -2.11, 2.44], [-0.70, -5.86, 0.74], [-0.97, -5.21, -0.89], [-1.05, -4.13, 0.53]],
  "total_charge": -1,
  "relative_energy_kj_mol": 0.0,
  "energy_ha": -3877.21169
}


[3]
{
  "formula": "C19H45F3N2O10",
  "method": "ωB97M-V with the def2-TZVPD basis set",
  "species": ["C", "C", "C", "C", "N", "C", "C", "C", "C", "O", "O", "N", "C", "C", "F", "F", "F", "C", "H", "H", "H", "H", "H", "H", "H", "H", "H", "H", "H", "H", "H", "C", "O", "H", "H", "H", "H", "C", "O", "H", "H", "H", "H", "C", "O", "H", "H", "H", "H", "C", "O", "H", "H", "H", "H", "C", "O", "H", "H", "H", "H", "C", "O", "H", "H", "H", "H", "C", "O", "H", "H", "H", "H", "C", "O", "H", "H", "H", "H"],
  "positions_angstrom": [[4.07, 0.83, -0.45], [3.85, 2.45, -0.56], [2.93, 2.69, -1.86], [2.40, 4.19, -2.04], [1.63, 4.74, -0.88], [0.62, 3.74, -0.51], [0.70, 3.09, 0.90], [-0.33, 2.00, 1.30], [-0.18, 1.33, 2.75], [-0.47, 2.04, 3.76], [0.31, 0.03, 2.85], [-1.33, 1.61, 0.34], [-1.47, 2.18, -0.99], [-2.60, 1.66, -1.99], [-3.84, 1.50, -1.34], [-2.18, 0.39, -2.57], [-2.67, 2.58, -3.08], [-0.50, 3.28, -1.51], [3.52, 0.38, 0.45], [5.18, 0.61, -0.34], [3.63, 0.31, -1.39], [3.39, 2.81, 0.42], [4.87, 2.95, -0.72], [3.62, 2.47, -2.78], [2.10, 1.88, -1.93], [3.23, 4.95, -2.30], [1.69, 4.20, -2.96], [2.30, 4.92, -0.11], [1.53, 3.47, 1.60], [-1.98, 0.85, 0.63], [-0.56, 3.73, -2.55], [2.77, -1.97, 3.50], [3.74, -2.02, 4.54], [3.24, -2.26, 2.56], [1.95, -2.67, 3.73], [2.37, -0.96, 3.41], [3.29, -1.76, 5.36], [-0.17, -1.95, -0.40], [-0.91, -1.12, 0.49], [-0.66, -1.96, -1.38], [0.85, -1.55, -0.52], [-0.13, -2.97, -0.01], [-0.44, -1.14, 1.34], [-5.01, 5.33, -2.42], [-5.39, 4.83, -1.14], [-5.54, 6.27, -2.59], [-3.94, 5.51, -2.44], [-5.29, 4.62, -3.19], [-4.91, 4.00, -1.02], [-1.25, -5.41, 1.63], [-0.51, -4.97, 0.50], [-2.17, -4.82, 1.70], [-1.51, -6.47, 1.52], [-0.66, -5.26, 2.54], [0.29, -5.51, 0.47], [-0.37, -6.02, 5.57], [0.37, -5.58, 4.44], [-1.29, -5.43, 5.64], [-0.63, -7.07, 5.46], [0.22, -5.87, 6.48], [1.17, -6.12, 4.41], [-3.98, 0.68, 3.04], [-3.93, -0.27, 1.98], [-3.33, 0.34, 3.85], [-3.62, 1.65, 2.68], [-5.00, 0.77, 3.41], [-4.51, 0.05, 1.28], [-4.32, -1.55, -5.18], [-4.48, -0.14, -5.20], [-5.19, -2.01, -5.64], [-3.43, -1.82, -5.74], [-4.23, -1.89, -4.15], [-3.70, 0.24, -4.79], [6.31, -1.59, -3.30], [5.52, -1.08, -2.23], [6.50, -0.79, -4.01], [7.26, -1.96, -2.90], [5.77, -2.40, -3.79], [5.36, -1.80, -1.61]],
  "energy_ha": -1912.10740
}


[4]
{
  "formula": "C19H46NO4PtSe2Si3",
  "method": "ωB97M-V with the def2-TZVPD basis set",
  "species": ["Pt", "O", "C", "C", "C", "O", "C", "Se", "C", "Se", "H", "H", "H", "H", "H", "H", "H", "H", "H", "H", "C", "O", "Si", "C", "C", "C", "Si", "C", "C", "C", "Si", "C", "C", "C", "H", "H", "H", "H", "H", "H", "H", "H", "H", "H", "H", "H", "H", "H", "H", "H", "H", "H", "H", "H", "H", "H", "H", "H", "H", "H", "H", "C", "N", "C", "C", "C", "O", "H", "H", "H", "H", "H", "H", "H", "H", "H"],
  "positions_angstrom": [[-0.26, -0.88, -0.03], [-3.22, -1.59, 3.15], [-2.71, -2.51, 2.18], [-1.48, -3.27, 2.68], [-1.91, -4.20, 3.83], [-2.43, -3.52, 4.96], [-0.35, -2.36, 3.19], [-0.18, -0.59, 2.34], [-0.95, -4.16, 1.56], [0.00, -3.30, 0.06], [-2.60, -0.84, 3.13], [-2.47, -1.98, 1.26], [-3.52, -3.22, 1.97], [-1.05, -4.78, 4.18], [-2.65, -4.92, 3.44], [-2.91, -2.75, 4.61], [0.59, -2.90, 3.09], [-0.50, -2.12, 4.24], [-1.76, -4.76, 1.14], [-0.22, -4.85, 2.00], [0.31, -1.76, -3.24], [0.11, -0.75, -2.27], [-0.63, 0.76, -2.46], [0.44, 1.84, -3.59], [-2.15, 0.43, -3.54], [-0.84, 1.23, -0.69], [-2.62, 1.40, -0.16], [-3.48, 2.87, -1.03], [-3.71, -0.10, -0.61], [-2.89, 1.77, 1.68], [0.35, 2.49, -0.02], [2.17, 2.03, -0.26], [0.22, 2.86, 1.84], [0.10, 4.23, -0.75], [0.28, -1.32, -4.24], [-0.45, -2.53, -3.14], [1.29, -2.20, -3.06], [0.65, 1.30, -4.52], [1.39, 2.16, -3.16], [-0.13, 2.73, -3.85], [-1.83, 0.19, -4.56], [-2.78, 1.32, -3.61], [-2.75, -0.39, -3.17], [-3.49, 2.77, -2.11], [-2.99, 3.82, -0.79], [-4.51, 2.94, -0.69], [-4.30, 0.09, -1.50], [-4.41, -0.29, 0.21], [-3.13, -1.01, -0.75], [-2.90, 2.84, 1.87], [-2.14, 1.31, 2.31], [-3.87, 1.38, 1.97], [2.39, 1.16, 0.36], [2.79, 2.87, 0.07], [2.45, 1.78, -1.28], [0.26, 2.00, 2.49], [-0.67, 3.44, 2.07], [1.09, 3.49, 2.08], [0.26, 4.27, -1.83], [0.79, 4.94, -0.28], [-0.92, 4.58, -0.55], [4.50, -0.84, 1.24], [4.81, -0.35, -0.09], [5.96, 0.48, -0.34], [3.89, -0.65, -1.05], [4.13, -0.09, -2.44], [2.91, -1.32, -0.78], [5.27, -0.50, 1.93], [4.47, -1.93, 1.25], [3.53, -0.48, 1.58], [6.63, 0.42, 0.51], [5.68, 1.54, -0.47], [6.51, 0.16, -1.22], [4.30, 0.99, -2.41], [3.25, -0.30, -3.04], [5.00, -0.56, -2.91]],
  "total_charge": -1,
  "relative_energy_kj_mol": 0.0,
  "energy_ha": -6898.16888
}


So what do the calculations give for largest force on an atom? Going down the list: 0.0567 0.0396 0.1271 0.0110 hartree/bohr.